90
Properties=species:S:1:pos:R:3:mulliken_charge:R:1 method="wB97M-V/def2-TZVPD" spin_multiplicity=2 orbital_gap_ev="6.63 / 6.11" s2=0.761 relative_energy_kcal_mol=5.63 total_charge=0 homo_energy_ev="-6.42 / -7.41" energy_ha=-5453.51207
Pt 0.511 -0.159 -0.032 4.9881
C -2.528 0.059 -3.456 -2.1036
C -1.854 0.035 -2.109 1.0023
S -0.155 -0.094 -2.178 -0.6868
C -2.562 0.102 -0.932 1.0986
C -4.059 0.269 -0.950 -1.7666
S -1.804 0.033 0.591 -0.6917
H -1.794 0.128 -4.258 0.4886
H -3.193 0.921 -3.532 0.4296
H -3.118 -0.847 -3.616 0.3897
H -4.517 -0.271 -1.778 0.4048
H -4.305 1.329 -1.059 0.2166
H -4.498 -0.086 -0.019 0.4763
C 0.970 -0.449 5.875 -1.3243
C 0.858 -1.077 4.493 -0.2940
S 0.938 0.163 3.200 0.7457
O 1.066 -0.723 1.958 -2.0596
C 2.602 0.804 3.429 0.6430
C 3.663 -0.276 3.570 -1.2542
H 0.751 -1.196 6.636 0.4171
H 0.262 0.372 5.999 0.3251
H 1.973 -0.067 6.061 0.2849
H -0.113 -1.550 4.338 0.5544
H 1.630 -1.818 4.283 0.0927
H 2.558 1.505 4.265 0.7092
H 2.745 1.399 2.526 -0.7141
H 3.647 -0.741 4.556 0.2887
H 4.648 0.167 3.426 0.4590
H 3.530 -1.050 2.812 0.1110
F 3.465 -0.181 0.373 -0.1035
B 2.493 -0.128 -0.550 -1.6284
F 2.941 -0.079 -1.805 -0.0913
C 0.353 4.327 4.462 -0.6696
C -0.689 3.545 3.979 -0.8224
C -0.622 3.014 2.699 0.2256
C 0.475 3.252 1.866 -0.1600
C 1.502 4.055 2.363 0.0627
C 1.446 4.585 3.646 -0.7673
Ge 0.563 2.466 0.043 0.5614
C 2.145 3.351 -0.750 0.1649
C 3.446 2.970 -0.428 0.2853
C 4.548 3.646 -0.935 -0.8778
C 4.368 4.727 -1.786 -0.5735
C 3.082 5.130 -2.111 -0.7599
C 1.985 4.452 -1.594 -0.4882
C -0.945 3.201 -1.002 -0.1330
C -0.982 3.068 -2.392 -0.2549
C -2.050 3.549 -3.136 -0.8171
C -3.116 4.174 -2.502 -0.5177
C -3.097 4.316 -1.122 -0.7277
C -2.025 3.830 -0.384 -0.2775
H 0.307 4.741 5.461 0.3784
H -1.553 3.346 4.602 0.4463
H -1.437 2.388 2.347 0.2294
H 2.359 4.283 1.738 0.3221
H 2.258 5.206 4.006 0.4132
H 3.624 2.136 0.240 0.0730
H 5.546 3.322 -0.668 0.4457
H 5.225 5.253 -2.189 0.3664
H 2.927 5.978 -2.768 0.4215
H 0.991 4.796 -1.855 0.3295
H -0.160 2.585 -2.909 0.5359
H -2.047 3.440 -4.214 0.4781
H -3.950 4.552 -3.079 0.3691
H -3.917 4.811 -0.615 0.4039
H -2.029 3.972 0.691 0.2096
C 3.459 -4.368 2.834 -0.4281
C 4.042 -3.869 1.678 -0.8009
C 3.244 -3.347 0.669 -0.2333
C 1.855 -3.316 0.786 0.4984
C 1.287 -3.834 1.953 -0.4292
C 2.076 -4.352 2.969 -0.6710
Si 0.783 -2.522 -0.550 0.2550
C -0.782 -3.550 -0.703 0.3597
C -1.902 -3.386 0.111 0.4048
C -3.006 -4.219 -0.010 -0.9806
C -3.013 -5.231 -0.958 -0.4508
C -1.910 -5.405 -1.785 -0.6404
C -0.810 -4.571 -1.657 -0.7340
H 4.078 -4.780 3.622 0.3899
H 5.119 -3.887 1.561 0.4282
H 3.719 -2.961 -0.228 0.3904
H 0.208 -3.833 2.068 0.3330
H 1.614 -4.758 3.861 0.4644
H 1.530 -2.722 -1.817 -0.3966
H -1.922 -2.587 0.845 0.3946
H -3.865 -4.072 0.634 0.4245
H -3.875 -5.878 -1.058 0.3843
H -1.910 -6.190 -2.531 0.4027
H 0.041 -4.715 -2.314 0.3520